Entry 1:
43
Properties=species:S:1:pos:R:3 method="wB97M-V/def2-TZVPD" lumo_ev=-2.645 homo_ev=-14.1 e_above_lowest_kcal_mol=48.98 orbital_gap_ev=11.454 total_charge=+1
O 3.205 0.997 -1.469
H 3.841 0.964 -2.210
O -2.218 -1.405 1.783
H -2.126 -2.002 1.140
H -2.487 -1.809 2.584
O 0.073 -0.180 1.713
H -0.552 0.678 1.629
H -0.634 -0.650 2.144
O 3.030 -1.315 0.047
H 2.731 -0.948 0.980
H 3.608 -1.941 0.321
O 0.440 3.061 -0.057
H 1.117 2.867 0.519
H 0.014 3.876 0.150
O -3.440 0.261 0.153
H -4.411 0.047 0.177
H -3.126 -0.611 0.332
O -3.877 -1.039 -2.472
H -4.431 -1.057 -1.674
H -3.759 -1.905 -2.788
O -1.808 1.904 1.595
H -2.475 1.205 1.297
H -1.758 2.416 0.748
O 0.545 -1.791 -0.343
H 1.494 -2.007 -0.172
H 0.329 -1.069 0.285
O 2.455 -0.347 2.347
H 2.601 -0.934 3.118
H 1.512 -0.113 2.374
O 0.815 1.936 -2.320
H 0.327 1.156 -2.729
H 0.498 2.458 -1.419
O 2.742 2.619 0.880
H 2.945 1.763 1.299
H 3.201 2.666 0.091
O -1.765 -3.260 -0.180
H -1.035 -2.832 -0.605
H -1.439 -3.794 0.541
O -0.244 -0.388 -2.638
H -1.233 -0.415 -2.543
H 0.124 -0.942 -1.809
H 3.445 0.271 -0.759
H 1.723 1.611 -2.061

=====

Entry 2:
20
Properties=species:S:1:pos:R:3 method="wB97M-V/def2-TZVPD" lumo_ev=-3.134 homo_ev=-12.6 e_above_lowest_kcal_mol=66.89 orbital_gap_ev=9.442 total_charge=+1
C 1.194 1.247 -1.297
O -0.170 1.079 -0.794
C 1.596 0.128 -2.271
H 1.256 2.231 -1.761
H 1.806 1.256 -0.397
H -0.695 0.918 -1.581
H 0.861 -0.089 -3.048
H 2.525 0.459 -2.746
H 1.855 -0.752 -1.677
C -1.141 -0.033 2.073
C -0.815 -1.278 1.646
N 0.180 -1.322 0.541
N -2.399 0.421 2.395
H -0.404 0.769 2.062
H -1.127 -2.252 1.990
H 0.109 -0.409 0.025
H 1.148 -1.523 0.819
H -0.071 -2.040 -0.138
H -3.138 -0.180 2.064
H -2.571 1.369 2.096

=====

Entry 3:
73
Properties=species:S:1:pos:R:3 method="wB97M-V/def2-TZVPD" lumo_ev=0.561 smiles="NP(O)[C@H]1OC(=O)O[C@H]1C[C@@H](O)C(F)(F)F.COCCNCCOC.COCCNCCOC" homo_ev=-8.5 orbital_gap_ev=9.042
N -1.636 -2.713 0.177
P -2.874 -2.731 1.400
O -4.173 -1.933 0.728
C -3.503 -4.514 1.596
O -4.571 -4.637 0.590
C -4.115 -5.277 -0.498
O -4.684 -5.523 -1.482
O -2.785 -5.646 -0.298
C -2.640 -5.663 1.110
C -1.199 -5.815 1.612
C -1.023 -7.036 2.535
O 0.253 -7.602 2.326
C -1.264 -6.681 4.018
F -2.564 -6.831 4.273
F -0.570 -7.465 4.829
F -0.917 -5.435 4.324
H -1.669 -3.563 -0.394
H -1.895 -1.965 -0.468
H -4.346 -2.243 -0.176
H -3.897 -4.586 2.606
H -3.193 -6.560 1.444
H -0.584 -6.033 0.734
H -0.790 -4.898 2.043
H -1.749 -7.815 2.294
H 0.903 -7.180 2.900
C 0.636 4.711 0.927
O -0.222 4.651 2.056
C -1.546 5.100 1.795
C -2.524 3.942 1.844
N -2.336 3.048 0.707
C -3.068 1.786 0.810
C -2.688 0.829 1.938
O -1.391 0.265 1.808
C -0.349 1.066 2.339
H 1.649 4.498 1.267
H 0.363 3.966 0.181
H 0.624 5.708 0.476
H -1.613 5.633 0.843
H -1.803 5.806 2.591
H -3.546 4.333 1.826
H -2.373 3.423 2.800
H -1.351 2.838 0.614
H -2.917 1.258 -0.136
H -4.138 2.008 0.879
H -3.381 -0.010 1.888
H -2.821 1.272 2.932
H -0.679 1.655 3.198
H 0.069 1.724 1.572
H 0.450 0.398 2.664
C 5.752 0.477 -3.037
O 5.859 1.872 -3.253
C 5.458 2.287 -4.555
C 4.178 3.097 -4.495
N 3.037 2.258 -4.142
C 1.819 3.003 -3.830
C 1.839 3.922 -2.609
O 1.943 3.241 -1.370
C 3.266 2.928 -0.966
H 6.225 0.253 -2.081
H 4.707 0.157 -2.988
H 6.270 -0.084 -3.820
H 5.358 1.437 -5.236
H 6.255 2.929 -4.940
H 3.996 3.553 -5.472
H 4.331 3.902 -3.764
H 3.282 1.695 -3.338
H 1.030 2.264 -3.674
H 1.534 3.590 -4.709
H 0.872 4.435 -2.581
H 2.598 4.709 -2.684
H 3.989 3.670 -1.313
H 3.555 1.933 -1.311
H 3.285 2.910 0.125

=====

Entry 4:
11
Properties=species:S:1:pos:R:3 method="wB97M-V/def2-TZVPD" lumo_ev=0.661 smiles="O=C1CN[P@@H](=O)O1" homo_ev=-10.0 e_above_lowest_kcal_mol=19.45 orbital_gap_ev=10.688
C -1.676 0.004 -0.906
C -0.263 0.513 -0.578
N -0.081 0.504 0.802
O -2.287 0.030 -1.908
O -1.611 -1.172 2.705
O -2.234 -0.583 0.223
P -1.101 -0.912 1.393
H 0.287 -0.419 -1.043
H 0.079 1.386 -1.081
H 0.365 1.264 1.359
H -0.593 -2.048 0.927

=====

Entry 5:
14
Properties=species:S:1:pos:R:3 method="wB97M-V/def2-TZVPD" lumo_ev=-9.959 homo_ev=-13.7 e_above_lowest_kcal_mol=9.29 orbital_gap_ev=3.769 total_charge=+2
Ca 2.489 2.046 2.935
Ca 0.694 -0.904 3.597
O 2.259 -0.080 2.224
H 2.583 -0.601 1.481
O 0.632 2.243 1.558
P -0.572 1.367 1.304
O -0.779 0.189 2.188
F -0.296 0.742 -0.131
F -1.886 2.198 1.151
C -1.039 -1.367 -3.128
Br -2.184 -2.923 -2.813
Br -1.832 -0.163 -4.464
Br 0.774 -1.918 -3.688
H -0.844 -0.829 -2.211

=====

Entry 6:
9
Properties=species:S:1:pos:R:3 method="wB97M-V/def2-TZVPD" lumo_ev=-5.690 homo_ev=-13.6 e_above_lowest_kcal_mol=91.04 orbital_gap_ev=7.958 total_charge=+1
C -1.635 0.508 0.018
C 0.641 1.742 -1.756
C 0.207 -0.912 0.759
N -0.782 -0.255 0.480
S -0.626 2.078 -0.980
H -2.616 0.417 0.098
H 1.569 1.379 -2.184
H 0.781 -1.320 -0.115
H 0.653 -0.947 1.716

=====

Entry 7:
38
Properties=species:S:1:pos:R:3 method="wB97M-V/def2-TZVPD" lumo_ev=-3.635 homo_ev=-12.9 orbital_gap_ev=9.289 total_charge=+1
C 5.794 -0.927 -1.337
C 5.620 0.525 -0.873
O 5.204 1.397 -1.920
C 3.862 1.772 -1.845
C 2.900 0.566 -1.904
P 1.152 1.028 -2.111
C 0.208 0.535 -0.598
O -0.472 -0.693 -0.721
O 0.298 -1.594 -1.498
H 5.761 -1.607 -0.487
H 6.716 -1.059 -1.898
H 4.988 -1.225 -2.006
H 6.591 0.832 -0.489
H 4.937 0.538 -0.018
H 3.675 2.392 -0.957
H 3.698 2.434 -2.697
H 2.956 -0.048 -1.007
H 3.225 -0.067 -2.728
H 0.946 2.385 -2.404
H 0.623 0.283 -3.173
H -0.552 1.298 -0.408
H 0.875 0.526 0.268
H -0.220 -1.657 -2.318
O -3.050 0.908 2.095
S -3.860 -0.063 1.416
O -4.937 0.339 0.568
O -4.393 -1.123 2.473
C -5.100 -0.632 3.633
C -6.524 -0.228 3.309
C -2.804 -1.146 0.516
H -4.547 0.190 4.089
H -5.105 -1.453 4.348
H -6.549 0.647 2.660
H -7.066 0.012 4.223
H -7.043 -1.034 2.789
H -2.003 -1.481 1.168
H -2.417 -0.579 -0.311
H -3.389 -1.988 0.152

=====

Entry 8:
16
Properties=species:S:1:pos:R:3 method="wB97M-V/def2-TZVPD" lumo_ev=0.686 smiles="CC=C=O.C=C.I" homo_ev=-9.0 e_above_lowest_kcal_mol=72.46 orbital_gap_ev=9.708
C 1.953 -1.281 -0.057
C -1.026 0.079 0.010
C 3.173 0.832 1.017
C -1.495 -0.024 -1.206
C 2.139 -0.234 0.659
O 1.631 -2.313 -0.536
I -5.717 -0.328 -0.226
H -1.074 1.023 0.633
H -0.754 -0.637 0.688
H 1.267 0.279 0.239
H 4.157 0.839 0.467
H 3.227 0.786 2.194
H 2.648 1.757 0.791
H -1.513 -1.031 -1.656
H -1.844 0.756 -1.793
H -6.773 -0.503 -1.224

=====

Entry 9:
80
Properties=species:S:1:pos:R:3 method="wB97M-V/def2-TZVPD" lumo_ev=0.077 smiles="CC(C)=O.CC(C)=O.CO.CO.CO.CO.CO.CO.CO.CO.CO.CO" homo_ev=-9.5 e_above_lowest_kcal_mol=50.60 orbital_gap_ev=9.535
C -0.519 3.926 2.312
C -1.483 4.998 2.755
O -1.281 6.161 2.515
C -2.728 4.529 3.476
H 0.399 4.391 1.954
H -0.964 3.413 1.458
H -0.274 3.235 3.117
H -3.623 5.085 3.209
H -2.544 4.646 4.546
H -2.895 3.477 3.240
C 1.032 0.073 -1.240
C 0.096 0.282 -0.088
O -0.042 1.364 0.437
C -0.675 -0.923 0.397
H 0.446 0.117 -2.166
H 1.533 -0.896 -1.247
H 1.808 0.832 -1.290
H -1.277 -1.371 -0.391
H -1.246 -0.597 1.264
H 0.020 -1.691 0.748
C 1.273 3.184 -2.612
O 2.541 2.933 -3.207
H 0.914 4.199 -2.781
H 0.574 2.447 -3.000
H 1.324 2.993 -1.535
H 3.147 3.638 -2.960
C 2.804 -3.672 0.885
O 3.478 -2.852 1.809
H 2.285 -3.026 0.175
H 3.441 -4.342 0.296
H 2.037 -4.299 1.356
H 3.845 -3.404 2.506
C 4.769 0.250 -1.573
O 4.259 0.504 -2.874
H 5.103 -0.786 -1.517
H 5.617 0.892 -1.318
H 3.982 0.382 -0.821
H 3.891 1.400 -2.904
C -3.838 1.213 -0.287
O -4.852 0.244 -0.227
H -2.981 0.943 0.336
H -3.465 1.345 -1.314
H -4.213 2.199 -0.019
H -4.460 -0.603 -0.492
C -0.162 -0.799 -5.160
O -1.108 -0.167 -4.293
H 0.834 -0.619 -4.740
H -0.317 -1.871 -5.041
H -0.216 -0.501 -6.203
H -1.220 0.755 -4.541
C -5.022 -3.514 -1.238
O -4.156 -2.404 -1.094
H -5.440 -3.560 -2.245
H -4.530 -4.472 -1.037
H -5.815 -3.426 -0.502
H -3.471 -2.476 -1.766
C -0.473 -2.935 3.459
O -0.412 -4.342 3.708
H -1.435 -2.676 3.016
H -0.343 -2.450 4.424
H 0.387 -2.639 2.850
H -0.313 -4.813 2.878
C 3.231 2.838 1.518
O 4.199 1.795 1.587
H 3.757 3.728 1.173
H 2.426 2.618 0.811
H 2.810 3.053 2.504
H 3.739 0.954 1.664
C 1.993 -3.588 -3.005
O 2.846 -3.253 -4.108
H 2.551 -4.042 -2.184
H 1.484 -2.680 -2.669
H 1.293 -4.284 -3.461
H 3.589 -2.722 -3.804
C -2.677 0.253 3.929
O -3.745 -0.189 4.750
H -2.258 1.195 4.306
H -1.850 -0.454 3.937
H -3.010 0.365 2.891
H -4.425 0.488 4.757

=====

Entry 10:
98
Properties=species:S:1:pos:R:3 method="wB97M-V/def2-TZVPD" lumo_ev=1.777 homo_ev=-3.6 e_above_lowest_kcal_mol=0.00 orbital_gap_ev=5.420 total_charge=-1
Sn -0.025 -1.734 1.797
C -0.267 5.256 -0.197
C -1.351 4.791 0.784
C -0.951 5.208 2.207
C -2.650 5.516 0.431
C -1.493 3.270 0.707
C -0.393 2.467 1.022
C -0.459 1.085 0.944
N 0.572 0.195 1.256
C 1.912 0.381 0.944
C 2.459 1.488 0.303
C 3.810 1.525 -0.045
C 4.591 0.423 0.252
C 4.083 -0.741 0.847
C 2.727 -0.763 1.202
O 2.119 -1.820 1.725
C 5.078 -1.892 1.079
C 5.810 -2.219 -0.234
C 6.111 -1.441 2.125
C 4.465 -3.206 1.576
C 4.438 2.731 -0.749
C 3.434 3.863 -0.970
C 5.592 3.286 0.097
C 4.981 2.304 -2.120
C -1.693 0.450 0.619
O -1.745 -0.871 0.687
C -2.798 1.245 0.280
C -2.666 2.640 0.327
C -4.119 0.589 -0.134
C -3.870 -0.301 -1.357
C -4.674 -0.267 1.016
C -5.192 1.612 -0.512
H -0.139 6.343 -0.150
H -0.537 4.983 -1.220
H 0.695 4.793 0.025
H -0.844 6.295 2.274
H -0.003 4.756 2.502
H -1.710 4.889 2.924
H -2.499 6.596 0.507
H -3.460 5.240 1.111
H -2.969 5.292 -0.590
H 0.522 2.926 1.372
H 1.813 2.304 0.026
H 5.646 0.453 0.002
H 6.381 -1.372 -0.617
H 5.093 -2.515 -1.004
H 6.506 -3.048 -0.076
H 6.634 -0.538 1.806
H 6.854 -2.228 2.294
H 5.616 -1.225 3.075
H 3.719 -3.590 0.880
H 3.975 -3.088 2.539
H 5.267 -3.946 1.672
H 3.037 4.231 -0.021
H 2.593 3.544 -1.589
H 3.927 4.700 -1.473
H 5.227 3.601 1.078
H 6.051 4.150 -0.396
H 6.367 2.535 0.256
H 4.172 1.914 -2.743
H 5.733 1.519 -2.020
H 5.439 3.154 -2.637
H -3.522 3.245 0.068
H -3.115 -1.052 -1.128
H -3.512 0.296 -2.201
H -4.796 -0.801 -1.668
H -3.954 -1.032 1.302
H -5.611 -0.750 0.714
H -4.883 0.359 1.889
H -4.870 2.247 -1.341
H -5.458 2.254 0.332
H -6.095 1.081 -0.825
Cl 1.222 -1.020 -2.096
C -0.194 -1.999 -2.258
C -1.069 -1.756 -3.236
C -2.247 -2.607 -3.392
C -2.579 -3.505 -2.462
C -1.755 -3.686 -1.263
C -0.369 -3.130 -1.321
C 0.634 -3.585 -0.566
H -0.902 -0.937 -3.922
H -2.875 -2.462 -4.263
H -3.483 -4.093 -2.556
H -1.553 -4.358 0.710
H 1.603 -3.103 -0.576
H 0.529 -4.469 0.047
C -2.211 -4.278 -0.149
C -3.579 -4.784 0.080
C -3.774 -6.025 0.688
C -5.051 -6.499 0.941
C -6.159 -5.730 0.609
C -5.977 -4.482 0.030
C -4.698 -4.010 -0.230
H -2.910 -6.623 0.957
H -5.183 -7.468 1.407
H -7.157 -6.096 0.814
H -6.833 -3.861 -0.205
H -4.555 -3.019 -0.639

=====

Entry 11:
10
Properties=species:S:1:pos:R:3 method="wB97M-V/def2-TZVPD" lumo_ev="0.668 / -3.497" homo_ev="-6.0 / -9.8" e_above_lowest_kcal_mol=10.97 orbital_gap_ev="6.647 / 6.300" s_squared=2.008 multiplicity=3
C -0.648 -1.117 -0.061
C -0.456 0.353 0.019
O 0.579 0.965 0.067
S -1.977 1.271 0.076
I 3.704 -0.019 -0.035
H 0.049 -1.556 -0.772
H -0.443 -1.547 0.921
H -1.673 -1.352 -0.343
H 2.242 0.548 -0.019
H -1.377 2.453 0.146